[1]
2 unconnected molecules or ions with the total composition C2H8N4OS in a non-equilibrium geometry, computed with wB97M-V/def2-TZVPD.

Properties
M: 136.2 g mol⁻¹
E_tot: -21025.870 eV
E_HOMO (spin up / spin down): -18.95 / -18.95 eV
Maximum force: 2.68 eV/Å
Energy above the lowest of the compared OMol25 structures with the same formula, charge and spin: 2.813 eV
HOMO-LUMO gap (spin up / spin down): 7.482 / 7.478 eV
Total charge: +2

Last column: natural (NBO) charge in e.
Cartesian coordinates (Å):
1 C -2.298902 -0.086844 -0.417836  0.810
2 C -0.572351 -0.864648 0.938204  -0.072
3 N -1.907134 -0.345515 0.808212  -0.576
4 N -0.974039 -0.477210 -1.258241  -0.241
5 N -0.041399 -0.769473 -0.407965  -0.095
6 N 1.452853 0.968689 -0.297568  -1.020
7 O -3.209029 0.296801 -1.036964  -0.420
8 S -0.998278 -0.381108 -2.883051  0.601
9 H 0.026551 -0.281598 1.654417  0.283
10 H -0.573894 -1.915138 1.285987  0.284
11 H -2.519856 -0.215608 1.610799  0.497
12 H 0.816985 -1.255812 -0.669448  0.490
13 H 2.206194 0.695340 0.328264  0.407
14 H 1.047055 1.830513 0.056646  0.409
15 H 1.868634 1.172661 -1.202512  0.409
16 H -2.291406 0.087643 -2.868710  0.234

Force components x, y, z for each atom (eV/Å):
C -0.154 0.142 -0.655
C -0.118 -0.195 1.406
N 0.239 -0.041 0.442
N 1.095 -0.681 2.182
N -1.778 -0.104 -2.004
N 0.277 0.183 -0.044
O -0.388 0.119 0.058
S 0.378 0.007 -0.579
H -0.075 -0.091 -0.392
H 0.077 0.208 -0.377
H 0.013 0.016 -0.109
H -0.043 0.158 -0.181
H 0.119 0.142 0.012
H 0.054 0.074 0.008
H 0.103 0.122 0.027
H 0.203 -0.060 0.207

[2]
A single C6H13NS molecule in a non-equilibrium geometry, computed with wB97M-V/def2-TZVPD.

Properties
M: 131.2 g mol⁻¹
E_tot: -18756.332 eV
E_HOMO: -8.59 eV
Maximum force: 2.46 eV/Å
Energy above the lowest of the compared OMol25 structures with the same formula, charge and spin: 1.945 eV
HOMO-LUMO gap: 9.372 eV

Last column: natural (NBO) charge in e.
Cartesian coordinates (Å):
1 C -1.555334 1.746714 -0.419888  -0.629
2 C -1.348793 0.264377 -0.492218  -0.277
3 C -0.046205 -0.356284 -0.013893  0.078
4 C 0.413727 -1.587091 -0.735385  -0.637
5 C 0.273536 -0.153574 1.493267  -0.250
6 C 2.341282 0.427125 0.214522  -0.417
7 H -1.473489 2.161649 0.627880  0.225
8 H -2.581949 1.931514 -0.866428  0.224
9 H -0.744079 2.228873 -1.105855  0.228
10 H -1.444273 -0.021112 -1.530902  0.211
11 H -2.494691 -1.785716 0.342338  0.130
12 H 0.815106 -1.234705 -1.685699  0.210
13 H -0.376967 -2.308809 -1.009465  0.227
14 H 1.291594 -2.123562 -0.259656  0.223
15 H 0.989367 -0.872663 1.909890  0.180
16 H -0.482915 0.244058 2.183509  0.214
17 H 2.641279 -0.618839 0.150868  0.167
18 H 3.026249 0.992920 0.907336  0.211
19 H 2.587272 0.897572 -0.720354  0.203
20 N 0.936331 0.590294 0.459457  -0.432
21 S -2.767047 -0.422733 0.550686  -0.090

Force components x, y, z for each atom (eV/Å):
C 0.774 1.517 -0.877
C -0.551 -1.105 0.721
C 0.298 0.228 2.435
C 1.028 -0.728 -0.388
C 0.584 -1.263 -1.027
C 0.863 0.379 0.334
H -0.096 -0.387 -1.231
H 1.235 0.167 0.658
H -1.506 -0.520 1.367
H -0.517 -0.282 -0.282
H -0.285 1.394 0.260
H 0.044 -0.073 -0.362
H 0.242 0.340 0.516
H -1.352 0.531 -0.254
H -0.721 -0.255 0.205
H 0.558 0.330 -0.468
H 0.329 -0.106 0.229
H -1.110 -0.726 -0.060
H -0.068 0.029 -0.758
N -0.420 1.939 0.068
S 0.670 -1.409 -1.086